1.
{
  "formula": "C14H18ClHfNO3",
  "method": "wB97M-V/def2-TZVPD",
  "total_charge": 2,
  "e_homo_ha": [-0.5805, -0.5805],
  "lumo_ev": [-9.98, -9.98],
  "relative_energy_kcal_mol": 91.6,
  "energy_ev": -36255.442,
  "elements": ["Cl", "C", "C", "C", "H", "C", "C", "H", "H", "H", "C", "Hf", "C", "C", "O", "O", "H", "H", "H", "O", "C", "C", "C", "C", "C", "C", "N", "H", "H", "H", "H", "H", "H", "H", "H", "H", "H", "H"],
  "coordinates": [[-3.57027, 0.19612, -3.08227], [0.33221, -2.58292, -2.90609], [1.50593, -1.81915, -2.53477], [1.36536, -0.49366, -3.04176], [2.42260, -2.27703, -2.13235], [0.10818, -0.42872, -3.76207], [-0.52012, -1.72212, -3.69671], [-1.43205, -2.00693, -4.23272], [0.24768, -3.67415, -2.83685], [2.19471, 0.22110, -3.20189], [-0.42327, 0.75191, -4.52415], [-0.53927, -0.90198, -1.59263], [0.01645, -2.52260, -0.15086], [-2.93576, -1.36498, -1.60076], [0.06798, -3.29443, 0.72537], [-3.73671, -1.60113, -0.78034], [-0.06610, 1.67763, -4.03779], [-1.52892, 0.70343, -4.47783], [-0.09829, 0.73875, -5.58573], [-0.47930, 0.63401, -0.09105], [-0.24886, 0.70034, 1.17528], [0.87256, -0.07765, 1.80153], [1.85553, 0.86500, 2.51715], [1.41203, 1.23654, 3.93676], [0.16132, 2.10291, 4.00147], [-1.10608, 1.40896, 3.50176], [-1.14230, 1.30969, 1.97301], [0.46879, -0.85749, 2.47525], [1.39025, -0.58456, 0.98530], [2.85373, 0.38878, 2.55146], [1.99112, 1.78747, 1.92521], [1.26988, 0.31672, 4.51976], [2.23288, 1.78359, 4.41427], [-0.02107, 2.39284, 5.04211], [0.30111, 3.03228, 3.44197], [-1.19661, 0.39321, 3.95111], [-2.01667, 1.97450, 3.81094], [-2.00868, 1.59373, 1.51892]],
  "mulliken_charge": [-0.294, -0.469, -0.255, -0.500, 0.541, 0.341, -0.284, 0.535, 0.587, 0.502, -0.923, 1.249, 0.344, 0.059, -0.178, -0.231, 0.337, 0.206, 0.344, -0.987, 0.491, -0.293, -0.901, -0.674, -0.574, -0.677, -0.139, 0.531, 0.205, 0.371, 0.364, 0.301, 0.348, 0.354, 0.317, 0.297, 0.405, 0.349]
}


2.
{
  "formula": "CH6OP2S",
  "method": "wB97M-V/def2-TZVPD",
  "e_homo_ha": [-0.3130, -0.3092],
  "lumo_ev": [-1.61, -2.04],
  "relative_energy_kcal_mol": 58.3,
  "energy_ev": -32592.077,
  "elements": ["C", "O", "P", "P", "S", "H", "H", "H", "H", "H", "H"],
  "coordinates": [[0.99708, 0.83186, 0.22194], [-0.53371, -2.44516, -0.98428], [-1.36505, -1.30914, -0.78558], [-0.88649, 0.56033, 0.25222], [-1.98188, 1.91537, -0.66303], [1.16339, 1.15842, -0.83958], [1.13284, 1.72616, 0.92356], [1.61933, -0.07441, 0.49458], [-0.97897, 2.64941, 2.72591], [-2.49469, -1.61206, -0.18936], [-0.51792, 2.39226, 2.12062]],
  "mulliken_charge": [-0.864, -0.481, 0.362, 0.323, -0.292, 0.282, 0.328, 0.307, 0.249, 0.073, -0.287]
}


3.
{
  "formula": "C5H15NO",
  "method": "wB97M-V/def2-TZVPD",
  "e_homo_ha": -0.3224,
  "lumo_ev": 0.67,
  "smiles": "CNCC(C)C.O",
  "relative_energy_kcal_mol": 29.0,
  "energy_ev": -8965.100,
  "elements": ["C", "N", "C", "C", "C", "C", "H", "H", "H", "H", "H", "H", "H", "H", "H", "H", "H", "H", "H", "O", "H", "H"],
  "coordinates": [[0.08596, 0.61147, -1.75320], [0.39945, 0.34243, -0.35710], [-0.38916, -0.75528, 0.21951], [-0.30409, -0.81268, 1.73869], [1.01397, -1.38094, 2.26014], [-1.52572, -1.47596, 2.44243], [0.07211, -0.31233, -2.31675], [-0.94869, 0.97814, -1.87509], [0.85384, 1.27429, -2.11506], [0.26875, 1.11470, 0.28469], [-1.43341, -0.81980, -0.13493], [0.11064, -1.64060, -0.21244], [-0.34047, 0.17136, 2.22446], [0.95753, -1.44298, 3.36934], [1.06748, -2.42493, 1.89778], [1.99669, -0.98376, 2.02874], [-1.42939, -2.57600, 2.38236], [-1.42818, -1.16031, 3.47513], [-2.46185, -1.11806, 2.02293], [1.30445, 4.18616, -5.58311], [0.75136, 4.76695, -5.04860], [1.37871, 3.45814, -4.94994]],
  "mulliken_charge": [-0.898, -0.280, -0.804, 0.902, -1.521, -1.492, 0.323, 0.305, 0.330, 0.239, 0.336, 0.279, 0.156, 0.355, 0.347, 0.334, 0.294, 0.398, 0.399, -0.637, 0.316, 0.322]
}


4.
{
  "formula": "C5H9NO",
  "method": "wB97M-V/def2-TZVPD",
  "e_homo_ha": -0.3075,
  "lumo_ev": 0.85,
  "relative_energy_kcal_mol": 137.3,
  "energy_ev": -8863.258,
  "elements": ["C", "C", "N", "O", "C", "C", "C", "H", "H", "H", "H", "H", "H", "H", "H", "H"],
  "coordinates": [[-2.47540, 0.07283, 0.85769], [-0.97099, -0.93009, 0.51300], [-2.03358, -1.48064, -0.06266], [-0.09136, -0.42121, -0.38861], [1.09740, 0.06985, 0.19279], [1.81823, 1.12694, -0.57043], [2.37874, -0.27500, -0.48875], [-2.39979, 0.07575, 1.94205], [-2.09875, 1.00577, 0.43362], [-3.51371, -0.07737, 0.56185], [-1.93618, -1.43926, -1.10287], [1.05936, 0.09741, 1.27819], [1.36930, 1.41957, -1.51472], [2.31178, 1.92771, -0.02729], [2.31168, -0.88985, -1.38121], [3.25721, -0.45195, 0.12509]],
  "mulliken_charge": [-0.560, -0.233, -0.383, -0.212, -0.025, -0.542, -0.552, 0.272, 0.284, 0.322, 0.242, 0.465, 0.222, 0.241, 0.228, 0.233]
}


5.
{
  "formula": "C5H13N2",
  "method": "wB97M-V/def2-TZVPD",
  "spin_multiplicity": 2,
  "e_homo_ha": [-0.1392, -0.3179],
  "lumo_ev": [1.09, 1.05],
  "relative_energy_kcal_mol": 46.8,
  "energy_ev": -8372.252,
  "elements": ["C", "C", "C", "C", "N", "C", "N", "H", "H", "H", "H", "H", "H", "H", "H", "H", "H", "H", "H", "H"],
  "coordinates": [[-0.98531, 0.26273, 2.37028], [-1.28049, -0.74782, 1.28210], [0.09270, -1.57859, 0.75486], [0.92168, -0.38764, 0.12552], [0.24506, -0.32659, -1.24380], [0.18083, 0.74605, -2.01613], [0.87246, 1.78750, -1.59444], [-1.77780, 0.97662, 2.71612], [-0.61485, -0.17607, 3.29197], [-0.25576, 1.02492, 2.06601], [-2.11524, -1.47785, 1.49843], [-1.58185, -0.13805, 0.37525], [-0.20857, -2.25709, -0.07325], [0.71026, -2.08864, 1.50918], [0.83196, 0.61618, 0.71941], [2.00758, -0.44350, -0.00288], [-0.24614, -1.18679, -1.61511], [-0.51357, 0.66308, -2.91167], [1.27519, 1.88172, -0.62497], [1.08965, 2.61080, -2.18054]],
  "lowdin_spin": [0.001, 0.001, 0.005, 0.016, 0.197, 0.489, 0.189, 0.000, 0.000, 0.000, 0.000, 0.003, 0.003, 0.001, 0.002, 0.009, 0.007, 0.056, 0.012, 0.009]
}


6.
{
  "formula": "C13H33N7O20",
  "method": "wB97M-V/def2-TZVPD",
  "e_homo_ha": -0.4048,
  "lumo_ev": -0.57,
  "smiles": "C[N+](=O)[O-].C[N+](=O)[O-].C[N+](=O)[O-].C[N+](=O)[O-].C[N+](=O)[O-].C[N+](=O)[O-].C[N+](=O)[O-].COC(=O)OC.COC(=O)OC",
  "relative_energy_kcal_mol": 0.0,
  "energy_ev": -65376.924,
  "elements": ["C", "N", "O", "O", "H", "H", "H", "C", "N", "O", "O", "H", "H", "H", "C", "N", "O", "O", "H", "H", "H", "C", "N", "O", "O", "H", "H", "H", "C", "N", "O", "O", "H", "H", "H", "C", "N", "O", "O", "H", "H", "H", "C", "N", "O", "O", "H", "H", "H", "C", "O", "C", "O", "O", "C", "H", "H", "H", "H", "H", "H", "C", "O", "C", "O", "O", "C", "H", "H", "H", "H", "H", "H"],
  "coordinates": [[-2.62983, 5.00594, -7.89220], [-1.22894, 5.33578, -7.46239], [-0.44015, 5.71893, -8.30109], [-0.96344, 5.07989, -6.30822], [-3.23937, 5.51845, -7.15433], [-2.72041, 3.92618, -7.84867], [-2.75522, 5.36223, -8.90716], [-4.40646, -1.34614, -11.23311], [-3.08510, -1.38841, -11.94456], [-3.09406, -1.51156, -13.15123], [-2.09443, -1.27559, -11.25673], [-4.49135, -0.32352, -10.87437], [-4.35193, -2.10757, -10.46656], [-5.18545, -1.49675, -11.97077], [-8.40466, 3.51109, -4.87826], [-7.27254, 2.90496, -5.63622], [-6.50730, 2.20001, -5.02241], [-7.28218, 3.04189, -6.84923], [-8.08115, 3.66456, -3.85298], [-9.21617, 2.79081, -4.88233], [-8.65598, 4.45330, -5.34979], [0.95144, 2.91339, -5.03282], [1.39372, 1.47717, -5.18714], [1.19880, 0.96246, -6.26990], [1.92483, 0.93005, -4.24521], [1.45567, 3.31282, -4.16149], [-0.12557, 2.87687, -4.92353], [1.32934, 3.38738, -5.93076], [2.76745, -0.32801, -11.78438], [4.00305, 0.47830, -11.95464], [4.52054, 0.92124, -10.95660], [4.38646, 0.67004, -13.08987], [2.08833, 0.26004, -11.17108], [2.93755, -1.26209, -11.25714], [2.34589, -0.50283, -12.76566], [-9.00624, 0.37824, -8.12579], [-9.44982, -0.19646, -9.42580], [-8.72460, -0.03977, -10.37337], [-10.53020, -0.75143, -9.44823], [-7.92545, 0.34760, -8.04893], [-9.43709, -0.22564, -7.33547], [-9.35623, 1.40674, -8.13398], [-0.87061, -1.65094, -5.41198], [-2.20481, -2.27471, -5.49266], [-2.38981, -3.26261, -4.81888], [-3.02268, -1.75361, -6.22443], [-0.18999, -2.29590, -4.86793], [-0.93956, -0.73882, -4.81686], [-0.50905, -1.39287, -6.40028], [-0.39431, 0.74689, -8.76738], [-1.76603, 0.46429, -8.86917], [-2.58680, 1.14401, -8.08140], [-2.26525, 1.79517, -7.12241], [-3.82521, 0.87894, -8.46437], [-4.88078, 1.43087, -7.68156], [0.05314, 0.43573, -7.82507], [-0.19322, 1.78093, -9.04282], [0.14208, 0.14080, -9.50142], [-4.80432, 2.50711, -7.54110], [-4.86655, 0.97832, -6.69234], [-5.78516, 1.20664, -8.23129], [-3.51104, 2.56762, 0.31957], [-2.86478, 1.97243, -0.78316], [-3.43961, 2.12366, -1.97144], [-4.44710, 2.72367, -2.21564], [-2.67526, 1.46610, -2.86136], [-3.18027, 1.48783, -4.17786], [-2.88178, 2.39674, 1.18383], [-4.51843, 2.18557, 0.49321], [-3.63849, 3.64079, 0.14989], [-4.21576, 1.13718, -4.16551], [-2.64679, 0.78000, -4.80956], [-3.14803, 2.42454, -4.73290]],
  "mulliken_charge": [-0.349, 0.934, -0.560, -0.544, 0.288, -0.120, 0.337, -0.586, 0.890, -0.550, -0.515, 0.151, 0.274, 0.330, -0.804, 0.869, -0.427, -0.512, 0.312, 0.285, 0.303, -0.562, 0.814, -0.512, -0.545, 0.281, 0.162, 0.295, -0.568, 0.887, -0.532, -0.528, 0.134, 0.283, 0.333, -0.443, 0.917, -0.541, -0.543, 0.025, 0.328, 0.288, -0.496, 0.965, -0.570, -0.516, 0.354, 0.112, 0.160, -0.258, -0.206, 0.733, -0.362, -0.286, -0.489, 0.093, 0.369, -0.038, 0.253, 0.343, -0.022, -0.655, -0.350, 0.701, -0.536, -0.308, -0.291, 0.232, 0.291, 0.300, 0.448, -0.206, 0.254]
}


7.
{
  "formula": "C19H22ClIrN",
  "method": "wB97M-V/def2-TZVPD",
  "spin_multiplicity": 5,
  "total_charge": -1,
  "e_homo_ha": [-0.0898, -0.1565],
  "lumo_ev": [2.84, 2.75],
  "energy_ev": -36906.589,
  "elements": ["C", "C", "C", "H", "C", "C", "H", "H", "H", "H", "Ir", "Cl", "C", "C", "C", "H", "C", "C", "H", "H", "H", "H", "C", "N", "C", "C", "C", "C", "C", "C", "C", "C", "H", "H", "H", "H", "H", "H", "H", "H", "H", "H", "H", "H"],
  "coordinates": [[2.06185, -1.86370, -0.43376], [2.07647, -1.85373, -1.86076], [0.75700, -2.22772, -2.33113], [2.92483, -1.68708, -2.52669], [-0.01314, -2.51034, -1.19521], [0.75989, -2.31204, -0.02529], [0.46560, -2.49781, 1.01820], [2.94412, -1.60786, 0.18232], [0.43198, -2.40276, -3.31319], [-1.00756, -2.97275, -1.21106], [0.65418, -0.09564, -1.53168], [2.24612, 1.34423, -0.18607], [0.79001, 2.00574, -2.52039], [-0.31424, 1.52835, -3.22676], [0.00170, 0.26880, -3.80711], [-1.22382, 2.09618, -3.46642], [1.43003, 0.08731, -3.66205], [1.94135, 1.15802, -2.83592], [2.97518, 1.31751, -2.59180], [0.85574, 2.93608, -1.94543], [-0.66426, -0.38290, -4.36375], [2.04473, -0.67743, -4.11852], [-0.17345, 1.18235, 4.14044], [-0.21058, -0.04310, 3.30983], [0.55754, -1.08660, 3.99866], [0.15904, 0.25181, 1.91094], [-1.02310, 0.41792, 1.00334], [-2.23430, 0.56144, 1.69121], [-3.39269, 0.99053, 1.05930], [-3.28509, 1.28907, -0.28593], [-2.11669, 0.96871, -0.98556], [-0.95309, 0.51359, -0.39556], [-0.67982, 0.95994, 5.09921], [-0.68559, 1.99800, 3.61112], [0.89674, 1.46725, 4.33904], [0.60543, -2.00602, 3.37590], [1.60614, -0.72649, 4.24059], [0.05979, -1.33744, 4.96897], [0.76174, 1.20386, 1.84765], [0.82884, -0.54630, 1.58371], [-2.30366, 0.32851, 2.74790], [-4.32846, 1.08735, 1.57759], [-4.12693, 1.74060, -0.81315], [-2.09959, 1.13456, -2.07272]],
  "lowdin_spin": [0.146, 0.078, 0.089, 0.004, 0.151, 0.199, 0.009, 0.007, 0.004, 0.006, 2.107, 0.236, 0.131, 0.245, 0.163, 0.014, 0.132, 0.088, 0.005, 0.006, 0.008, 0.007, 0.000, 0.000, 0.000, 0.003, 0.019, 0.003, 0.003, 0.002, 0.022, 0.107, 0.000, 0.000, 0.000, 0.000, 0.000, 0.000, 0.002, 0.000, 0.001, 0.000, 0.001, 0.002]
}


What max |F| values result from the calculations? In sequence: 7.72 4.37 2.16 0.57 5.97 1.81 2.47 eV/A.